No. 1
A cluster of 2 separate species, C5H8N2O4S2 in total. Source: the OMol25 dataset; level of theory: the ωB97M-V functional and the def2-TZVPD basis.

Output
E_tot: -1402.04213 hartree
HOMO: -9.29 eV
energy relative to the best compared isomer or geometry (same formula, charge and spin): 31.3 kcal per mole

XYZ file:
```
21
Properties=species:S:1:pos:R:3:nbo_charge:R:1
C -1.512 0.488 0.914 0.494
C 1.229 2.371 -1.278 1.067
C -1.116 -0.554 1.904 -0.697
C -0.401 -2.059 -0.313 -0.552
C 1.898 -1.994 -1.238 -0.779
N -1.876 -0.010 -0.212 -0.759
N -1.368 1.758 1.309 -0.776
O 2.165 2.015 -1.834 -0.500
O 0.328 2.851 -0.733 -0.572
O 1.018 0.214 0.127 -0.990
O 0.099 -0.218 -2.202 -0.918
S -1.089 -2.151 1.182 0.580
S 0.469 -0.716 -0.864 2.024
H -0.060 -0.260 2.234 0.264
H -1.798 -0.466 2.704 0.253
H 1.251 -2.734 -1.643 0.249
H 2.537 -1.357 -1.811 0.236
H 2.422 -2.215 -0.197 0.229
H -2.117 0.657 -0.864 0.357
H -0.868 1.954 2.139 0.386
H -1.209 2.425 0.676 0.404
```

***

No. 2
A structure of composition C32H24N5O6SSiV. Source: the OMol25 dataset; level of theory: the ωB97M-V functional and the def2-TZVPD basis.

Output
<S²>: 3.80
spin multiplicity: 4
E_tot: -3590.98796 hartree
HOMO (spin up / spin down): -2.84 / -4.86 eV
charge: -1
energy relative to the best compared isomer or geometry (same formula, charge and spin): 11.1 kcal per mole

XYZ file:
```
70
Properties=species:S:1:pos:R:3:mulliken_spin:R:1
V -0.237 0.312 0.050 2.084
O -2.432 0.112 -5.675 0.004
C -1.969 0.068 -4.399 0.017
C -2.795 -0.271 -3.329 -0.003
C -2.241 -0.277 -2.064 0.040
N -0.966 0.027 -1.880 -0.097
C -0.161 0.322 -2.893 0.069
C -0.624 0.371 -4.190 0.001
C 1.259 0.607 -2.433 -0.044
O 2.098 0.972 -3.238 0.011
O 1.405 0.441 -1.163 -0.026
C -2.955 -0.617 -0.760 -0.007
O -4.149 -0.879 -0.794 0.012
O -2.186 -0.505 0.254 -0.003
H -3.367 -0.123 -5.680 0.000
H -3.841 -0.524 -3.450 0.000
H 0.038 0.631 -5.002 0.000
S 0.572 5.771 5.367 0.015
N 1.601 4.614 4.882 0.003
C 0.988 3.920 3.941 -0.023
C 1.544 2.780 3.234 0.044
C 2.808 2.281 3.431 0.060
C 3.235 1.188 2.657 0.133
C 2.362 0.638 1.744 -0.011
N 1.119 1.090 1.544 0.147
C 0.699 2.177 2.262 0.158
C -0.592 2.654 1.969 0.126
N -1.283 1.979 0.997 0.136
C -2.518 2.403 0.709 -0.030
C -3.122 3.488 1.304 0.139
C -2.422 4.193 2.299 0.054
C -1.161 3.773 2.638 0.035
C -0.330 4.403 3.650 -0.028
N -0.674 5.447 4.381 0.003
H 3.456 2.740 4.167 -0.001
H 4.228 0.776 2.763 0.011
H 2.658 -0.195 1.118 0.005
H -3.048 1.828 -0.039 0.009
H -4.121 3.774 1.008 0.009
H -2.856 5.048 2.800 -0.001
C 3.875 -3.757 -1.991 -0.004
C 4.044 -3.733 -0.615 0.002
C 3.034 -3.239 0.202 -0.008
C 1.837 -2.752 -0.326 -0.001
C 1.698 -2.780 -1.716 -0.008
C 2.693 -3.279 -2.541 0.004
Si 0.452 -2.036 0.771 -0.059
C -0.870 -3.396 0.820 0.011
C -1.662 -3.668 -0.297 0.000
C -2.627 -4.662 -0.282 0.004
C -2.830 -5.414 0.867 -0.004
C -2.061 -5.160 1.992 0.001
C -1.094 -4.162 1.964 -0.012
H 4.661 -4.138 -2.632 0.000
H 4.964 -4.100 -0.175 0.000
H 3.180 -3.233 1.277 0.001
H 0.790 -2.391 -2.170 -0.006
H 2.554 -3.282 -3.616 0.000
H 1.063 -2.115 2.145 0.003
H -1.534 -3.080 -1.202 -0.005
H -3.233 -4.839 -1.163 0.000
H -3.589 -6.187 0.886 0.000
H -2.215 -5.737 2.897 0.000
H -0.502 -3.975 2.853 0.000
C 1.197 4.265 -1.859 0.002
O 0.774 3.168 -1.074 0.020
H 1.621 3.938 -2.813 0.000
H 1.934 4.882 -1.333 0.000
H 0.319 4.879 -2.059 0.000
H 1.510 2.545 -0.989 0.010
```

***

No. 3
A structure of composition C21H31BBr2CaCl3F15N2O6P. Source: the OMol25 dataset; level of theory: the ωB97M-V functional and the def2-TZVPD basis.

Output
E_tot: -10449.63007 hartree
HOMO: -2.94 eV
charge: -1

XYZ file:
```
83
Properties=species:S:1:pos:R:3:mulliken_charge:R:1
C -0.701 -1.853 3.187 -0.770
C -0.759 -0.399 3.933 0.063
O 0.463 0.345 3.881 -0.427
C 0.770 1.012 2.646 0.064
C -0.306 0.957 1.478 -0.595
C -0.155 -0.023 0.236 0.701
C 1.022 -1.072 0.036 0.889
F 1.687 -1.488 1.227 -0.290
F 0.556 -2.322 -0.532 -0.292
C 2.061 -0.486 -1.095 0.618
F 1.643 0.801 -1.584 -0.277
F 1.977 -1.335 -2.257 -0.252
C 3.600 -0.530 -0.657 0.499
F 4.050 -1.862 -0.347 -0.303
F 4.356 -0.167 -1.833 -0.292
C 4.046 0.497 0.485 0.655
F 5.396 0.891 0.167 -0.286
F 4.154 -0.095 1.789 -0.238
F 3.307 1.693 0.549 -0.129
C -1.280 0.100 -0.856 -0.369
C -1.311 -0.733 -2.223 -0.136
O -0.573 -0.308 -3.151 -0.327
O -2.149 -1.879 -2.467 -0.169
O -1.974 -2.178 -3.791 -0.156
C -3.123 -1.742 -4.572 -0.271
C -2.830 -0.450 -5.519 -0.723
C -2.516 1.115 -0.689 0.105
P -3.897 1.320 -1.919 0.394
N -5.285 0.901 -1.118 -0.578
C -2.507 1.975 0.604 0.132
F -3.599 2.899 0.724 -0.233
N -1.472 1.881 1.615 0.728
C -1.688 2.786 2.792 -0.773
C -0.971 4.201 2.461 -0.096
F -0.051 4.606 3.507 -0.305
H -1.096 -1.809 2.112 0.090
H -1.367 -2.599 3.776 0.427
H 0.372 -2.233 3.279 0.149
H -0.906 -0.684 5.050 0.406
H -1.719 0.186 3.673 0.033
H 0.934 2.141 2.900 -0.362
H 1.834 0.675 2.330 -0.079
H -3.354 -2.609 -5.309 0.331
H -4.082 -1.580 -3.965 0.265
H -3.760 -0.082 -6.083 0.357
H -2.482 0.431 -4.856 0.061
H -1.923 -0.650 -6.266 0.212
H -3.808 0.402 -3.026 -0.018
H -4.092 2.677 -2.353 0.193
H -5.924 1.721 -1.111 0.306
H -1.291 2.337 3.784 0.310
H -2.788 3.028 2.994 0.499
H -1.765 5.001 2.232 0.338
H -0.355 4.063 1.503 0.040
C 5.509 -5.608 0.912 -0.897
C 6.448 -5.734 -0.277 0.318
C 7.533 -4.669 -0.240 -1.036
O 5.703 -5.609 -1.486 -0.536
H 5.003 -4.638 0.909 0.051
H 4.728 -6.372 0.867 0.305
H 6.050 -5.717 1.856 0.360
H 6.908 -6.727 -0.280 0.284
H 7.097 -3.665 -0.283 0.175
H 8.194 -4.763 -1.107 0.307
H 8.135 -4.749 0.669 0.352
H 5.292 -4.734 -1.494 0.349
C 3.354 4.668 1.911 -0.329
Cl 1.904 5.329 1.152 -0.130
Cl 2.977 3.288 2.955 -0.039
H 4.039 4.341 1.130 0.250
H 3.823 5.446 2.511 0.384
Br -0.825 0.405 -6.653 -0.709
B -6.676 4.250 1.805 0.532
F -6.872 3.396 0.654 -0.269
F -5.704 5.261 1.493 -0.316
F -7.938 4.863 2.164 -0.304
F -6.209 3.458 2.907 -0.315
O 0.590 -3.683 -3.462 -0.629
H 0.178 -4.389 -2.948 0.291
H -0.084 -2.988 -3.485 0.396
Ca -8.896 2.562 1.945 1.177
Br -7.269 6.454 0.177 -0.678
Cl -7.243 0.733 -1.676 -0.460
```

***

No. 4
A cluster of 2 separate species, C7H8N3O2S in total. Source: the OMol25 dataset; level of theory: the ωB97M-V functional and the def2-TZVPD basis.

Output
E_tot: -984.44322 hartree
HOMO: -3.83 eV
charge: -1
energy relative to the best compared isomer or geometry (same formula, charge and spin): 0.0 kcal per mole

XYZ file:
```
21
Properties=species:S:1:pos:R:3:nbo_charge:R:1
C 0.832 -1.509 -1.451 0.308
C 2.103 0.562 -1.093 0.136
C -0.485 1.350 -2.019 0.248
C -1.867 0.298 -0.316 0.899
C -0.838 -1.275 2.438 -0.641
C -1.280 0.161 2.015 -0.082
C 1.178 -0.245 -1.882 -0.642
N 0.558 -2.549 -1.009 -0.476
N -1.473 0.863 -1.497 -0.604
N 2.854 1.509 -1.565 -0.750
O -2.979 -0.083 -0.102 -0.622
O -0.896 0.430 0.623 -0.513
S 0.107 2.396 -2.970 0.016
H 2.270 0.433 0.037 0.139
H -0.258 -1.123 3.399 0.188
H -1.694 -1.929 2.598 0.202
H -0.209 -1.763 1.582 0.259
H -0.771 0.724 2.729 0.176
H -2.282 0.123 2.245 0.196
H 1.596 -0.233 -2.900 0.243
H 3.535 1.859 -0.862 0.318
```

***

No. 5
A structure of composition C12H13NO3. Source: the OMol25 dataset; level of theory: the ωB97M-V functional and the def2-TZVPD basis.

Output
E_tot: -745.50523 hartree
HOMO: -9.17 eV
energy relative to the best compared isomer or geometry (same formula, charge and spin): 29.2 kcal per mole

XYZ file:
```
29
Properties=species:S:1:pos:R:3:nbo_charge:R:1
C -1.514 2.561 -1.015 -0.257
O -1.618 1.107 -0.846 -0.481
C -0.498 0.436 -0.861 0.345
C -0.566 -1.025 -1.031 -0.042
C 0.566 -1.813 -1.324 -0.193
C 0.452 -3.200 -1.507 -0.216
C -0.788 -3.862 -1.401 -0.186
C -1.933 -3.061 -1.196 -0.217
C -1.845 -1.676 -1.007 -0.182
H -2.551 2.918 -0.947 0.208
H -0.887 2.968 -0.210 0.205
H -1.110 2.821 -2.011 0.198
H 0.428 0.969 -1.155 0.237
H 1.502 -1.276 -1.337 0.222
H 1.342 -3.787 -1.701 0.219
H -0.863 -4.967 -1.494 0.225
H -2.922 -3.503 -1.192 0.218
H -2.695 -0.998 -0.866 0.235
C 2.265 1.888 2.001 -0.512
C 1.234 1.186 2.859 -0.517
C 0.176 0.683 1.898 0.681
O -0.857 0.084 2.196 -0.601
N 0.558 1.029 0.637 -0.601
C 1.733 1.736 0.590 0.675
O 2.262 2.185 -0.421 -0.619
H 2.393 2.956 2.243 0.238
H 3.268 1.438 2.072 0.239
H 1.682 0.345 3.414 0.239
H 0.789 1.859 3.613 0.238
```

***

No. 6
A cluster of 2 separate species, C3H8N2 in total. Source: the OMol25 dataset; level of theory: the ωB97M-V functional and the def2-TZVPD basis.

Output
<S²>: 0.75
spin multiplicity: 2
E_tot: -228.47562 hartree
HOMO (spin up / spin down): 0.07 / -1.44 eV
charge: -1
energy relative to the best compared isomer or geometry (same formula, charge and spin): 45.9 kcal per mole

XYZ file:
```
13
Properties=species:S:1:pos:R:3:mulliken_spin:R:1
C -0.848 4.253 -3.100 0.600
N -1.731 3.453 -2.432 0.262
H -1.200 5.110 -3.689 0.083
H 0.038 3.823 -3.611 0.008
H -1.864 2.584 -2.944 0.046
C 0.230 -2.867 2.945 0.000
C 0.497 -2.784 1.639 0.000
N 1.582 -2.095 1.131 0.000
H 0.963 -2.479 3.650 0.000
H -0.568 -3.491 3.311 0.000
H -0.274 -3.059 0.932 0.000
H 2.404 -2.150 1.702 0.000
H 1.512 -1.504 0.325 0.000
```